{"formula": "C15H22Ca2ClO16", "method": "ωB97M-V/def2-TZVPD", "fmax_ev_per_a": 6.9, "gap_ha": [0.101, 0.217], "energy_ha": -3603.245037, "multiplicity": 2, "e_lumo_ha": [-0.3003, -0.3010], "e_above_lowest_kcal_mol": 0.0, "homo_energy_ev": [-10.911, -14.105], "total_charge": 2, "s2": 0.750, "symbols": ["Ca", "Ca", "Cl", "O", "O", "O", "O", "C", "C", "O", "C", "O", "O", "H", "H", "H", "H", "C", "C", "C", "O", "C", "O", "O", "H", "H", "H", "H", "H", "H", "C", "C", "C", "O", "C", "O", "O", "H", "H", "H", "H", "H", "H", "C", "C", "C", "O", "C", "O", "O", "H", "H", "H", "H", "H", "H"], "coordinates": [[-0.51, 4.44, -1.40], [4.00, -0.25, 1.16], [1.21, 2.02, -0.85], [1.89, 3.00, -1.63], [0.48, 2.72, 0.17], [0.21, 1.40, -1.65], [2.07, 1.00, -0.33], [1.98, -4.89, -1.37], [0.82, -4.15, -1.95], [1.07, -2.82, -1.46], [2.30, -2.65, -1.09], [2.81, -1.69, -0.50], [2.89, -3.88, -1.10], [2.37, -5.52, -2.17], [1.66, -5.40, -0.46], [-0.17, -4.51, -1.70], [0.95, -4.06, -3.03], [-1.70, 0.52, 1.55], [-2.98, 0.41, 2.43], [-4.12, 1.31, 2.31], [-5.12, 0.50, 1.68], [-4.75, -0.76, 1.81], [-5.51, -1.71, 1.60], [-3.55, -0.80, 2.29], [-1.14, 1.46, 1.60], [-1.95, 0.31, 0.51], [-1.03, -0.32, 1.74], [-2.64, 0.44, 3.47], [-4.04, 2.16, 1.63], [-4.64, 1.69, 3.19], [-0.17, 0.54, -5.65], [1.34, 0.18, -5.43], [1.61, -0.56, -4.05], [2.15, -1.85, -4.48], [2.18, -1.89, -5.83], [2.59, -2.83, -6.42], [1.72, -0.76, -6.39], [-0.48, 1.08, -4.75], [-0.75, -0.37, -5.75], [-0.26, 1.20, -6.51], [2.00, 1.04, -5.38], [0.67, -0.62, -3.48], [2.32, -0.03, -3.42], [-1.28, 2.59, 4.79], [0.19, 2.47, 4.61], [0.86, 1.55, 5.60], [1.73, 0.72, 4.78], [1.39, 0.88, 3.49], [1.81, 0.34, 2.54], [0.47, 1.85, 3.48], [-1.79, 3.04, 3.94], [-1.48, 3.23, 5.65], [-1.88, 1.70, 4.99], [0.71, 3.42, 4.71], [0.08, 0.99, 6.11], [1.38, 2.09, 6.39]]}


{"formula": "C15H22CoN6O2S2", "method": "ωB97M-V/def2-TZVPD", "fmax_ev_per_a": 0.3, "gap_ha": [0.253, 0.268], "energy_ha": -3242.970410, "multiplicity": 2, "e_lumo_ha": [0.0083, 0.0087], "e_above_lowest_kcal_mol": 6.3, "homo_energy_ev": [-6.652, -7.062], "total_charge": 0, "s2": 0.758, "symbols": ["Co", "C", "C", "N", "N", "C", "N", "S", "C", "C", "C", "C", "C", "N", "H", "H", "H", "H", "H", "H", "H", "H", "H", "O", "N", "C", "C", "C", "C", "C", "S", "H", "H", "H", "H", "N", "H", "H", "H", "C", "C", "O", "H", "H", "H", "H", "H", "H"], "coordinates": [[0.33, -0.53, 0.06], [-0.07, 3.68, 0.88], [-0.19, 2.28, 0.34], [0.47, 1.29, 0.86], [1.22, 1.56, 1.95], [1.98, 0.56, 2.37], [2.68, 0.86, 3.50], [2.15, -1.02, 1.73], [-1.07, 1.98, -0.80], [-1.84, 2.95, -1.43], [-2.62, 2.60, -2.52], [-2.62, 1.28, -2.95], [-1.84, 0.37, -2.25], [-1.11, 0.70, -1.21], [0.91, 3.80, 1.34], [-0.82, 3.87, 1.65], [-0.19, 4.42, 0.09], [2.75, 1.83, 3.75], [3.42, 0.23, 3.76], [-1.83, 3.97, -1.08], [-3.22, 3.34, -3.02], [-3.21, 0.97, -3.81], [-1.80, -0.68, -2.54], [1.63, -0.06, -1.33], [1.68, -0.85, -2.39], [2.48, -0.44, -3.40], [2.63, -1.18, -4.54], [1.94, -2.40, -4.64], [1.14, -2.80, -3.60], [0.99, -2.02, -2.44], [0.01, -2.47, -1.11], [2.96, 0.51, -3.22], [3.27, -0.82, -5.33], [2.04, -3.01, -5.52], [0.59, -3.73, -3.63], [-0.99, -1.02, 1.48], [-1.95, -1.03, 1.16], [-0.91, -0.36, 2.25], [-0.73, -1.93, 1.86], [-5.70, -0.36, -1.00], [-5.02, -1.06, 0.16], [-3.59, -0.99, 0.05], [-6.79, -0.39, -0.88], [-5.46, -0.85, -1.95], [-5.38, 0.68, -1.06], [-5.34, -2.10, 0.23], [-5.26, -0.56, 1.10], [-3.33, -1.47, -0.75]]}


{"formula": "C15H22MnN5O3S", "method": "ωB97M-V/def2-TZVPD", "fmax_ev_per_a": 0.9, "gap_ha": [0.342, 0.351], "energy_ha": -2633.287867, "multiplicity": 2, "e_lumo_ha": [-0.0910, -0.0819], "e_above_lowest_kcal_mol": 0.0, "homo_energy_ev": [-11.783, -11.789], "total_charge": 1, "s2": 0.924, "symbols": ["Mn", "N", "C", "C", "C", "C", "N", "H", "H", "H", "H", "H", "H", "H", "H", "H", "H", "H", "H", "O", "C", "N", "S", "O", "O", "C", "C", "C", "C", "C", "C", "H", "H", "H", "H", "C", "N", "C", "C", "N", "C", "H", "H", "H", "H", "H", "H"], "coordinates": [[0.24, 0.43, 0.60], [2.23, 0.02, 1.02], [3.12, 1.21, 0.91], [2.53, 2.45, 1.61], [1.99, 3.53, 0.67], [1.01, 3.13, -0.41], [-0.18, 2.41, 0.13], [2.31, -0.39, 1.95], [2.56, -0.70, 0.38], [3.25, 1.40, -0.15], [4.09, 0.95, 1.32], [3.31, 2.89, 2.23], [1.76, 2.13, 2.33], [2.85, 3.99, 0.17], [1.54, 4.34, 1.27], [1.48, 2.48, -1.16], [0.68, 4.01, -0.96], [-0.86, 2.33, -0.64], [-0.63, 2.98, 0.84], [-0.12, -2.59, -0.23], [-0.08, -1.88, -1.23], [0.20, -0.55, -1.15], [0.20, 0.21, -2.60], [1.53, 0.65, -2.93], [-0.83, 1.23, -2.59], [-0.27, -1.23, -3.52], [-0.50, -1.37, -4.87], [-0.83, -2.64, -5.33], [-0.92, -3.72, -4.45], [-0.68, -3.56, -3.09], [-0.35, -2.29, -2.64], [-0.42, -0.53, -5.55], [-1.02, -2.79, -6.38], [-1.17, -4.69, -4.84], [-0.74, -4.39, -2.41], [-3.10, -2.15, 4.01], [-2.34, -1.02, 3.50], [-2.37, 0.26, 3.97], [-1.54, 0.99, 3.18], [-1.00, 0.16, 2.22], [-1.51, -1.05, 2.45], [-3.66, -1.83, 4.88], [-2.42, -2.95, 4.31], [-3.79, -2.51, 3.26], [-2.97, 0.54, 4.82], [-1.29, 2.03, 3.24], [-1.29, -1.93, 1.86]]}


{"formula": "C15H22N2O4", "method": "ωB97M-V/def2-TZVPD", "fmax_ev_per_a": 7.0, "gap_ha": 0.073, "energy_ha": -994.751964, "e_lumo_ha": -0.1018, "e_above_lowest_kcal_mol": 357.4, "homo_energy_ev": -4.746, "total_charge": 0, "symbols": ["C", "C", "C", "N", "C", "C", "O", "C", "C", "O", "C", "C", "C", "N", "C", "C", "C", "O", "H", "H", "H", "H", "H", "H", "H", "H", "H", "H", "H", "H", "H", "H", "H", "H", "H", "C", "C", "O", "H", "H", "H", "H", "H"], "coordinates": [[2.37, -1.19, 2.79], [1.31, -1.39, 2.03], [0.20, -1.35, 0.83], [0.11, -0.16, -0.04], [1.34, 0.10, -0.85], [1.11, 0.42, -2.44], [2.54, 0.15, -0.43], [-0.20, 1.11, 0.68], [-1.46, 1.97, 0.10], [0.44, 1.61, 1.65], [-1.12, -1.89, 1.63], [-1.83, -0.95, 2.73], [-2.01, -2.74, 0.59], [-1.12, -3.16, -0.32], [0.32, -2.67, -0.14], [1.21, -3.93, 0.36], [0.88, -5.17, -0.65], [1.15, -5.03, -1.91], [3.22, -0.88, 3.52], [0.25, -0.24, -2.85], [0.76, 1.53, -2.46], [2.09, 0.32, -3.02], [-2.42, 1.36, 0.37], [-1.34, 2.07, -1.05], [-1.50, 3.03, 0.58], [-0.65, -2.75, 2.27], [-2.07, -1.58, 3.67], [-1.24, 0.01, 2.99], [-2.87, -0.65, 2.29], [-3.14, -2.93, 0.71], [-1.53, -3.76, -1.05], [0.62, -2.51, -1.24], [0.86, -4.18, 1.44], [2.34, -3.66, 0.35], [0.37, -6.15, -0.32], [0.25, 6.14, -2.15], [-0.03, 5.13, -1.02], [-1.15, 4.48, -1.33], [-0.56, 6.87, -2.26], [1.17, 6.70, -1.93], [0.40, 5.64, -3.12], [-0.01, 5.73, -0.09], [0.91, 4.55, -0.92]]}


{"formula": "C15H22N2O4S", "method": "ωB97M-V/def2-TZVPD", "fmax_ev_per_a": 0.9, "gap_ha": 0.297, "energy_ha": -1393.424910, "e_lumo_ha": -0.0215, "e_above_lowest_kcal_mol": 46.4, "smiles": "CCN(CC)CCNS(=O)(=O)c1ccc(/C=C/C(=O)O)cc1", "homo_energy_ev": -8.670, "total_charge": 0, "symbols": ["C", "C", "N", "C", "C", "C", "C", "N", "S", "O", "O", "C", "C", "C", "C", "C", "C", "C", "O", "O", "C", "C", "H", "H", "H", "H", "H", "H", "H", "H", "H", "H", "H", "H", "H", "H", "H", "H", "H", "H", "H", "H", "H", "H"], "coordinates": [[-1.17, 2.67, 0.08], [-0.19, 2.06, 1.09], [0.98, 1.50, 0.44], [1.61, 0.44, 1.20], [2.11, 0.82, 2.60], [1.92, 2.50, -0.04], [2.62, 2.08, -1.34], [1.72, 1.87, -2.45], [1.49, 0.36, -3.08], [0.86, 0.56, -4.36], [2.74, -0.33, -3.00], [0.30, -0.49, -2.04], [0.72, -1.53, -1.23], [-0.20, -2.20, -0.45], [-1.55, -1.84, -0.48], [-2.56, -2.50, 0.33], [-2.37, -3.51, 1.19], [-3.51, -4.06, 1.94], [-4.65, -3.68, 1.87], [-3.14, -5.08, 2.73], [-1.95, -0.81, -1.34], [-1.03, -0.14, -2.12], [-0.76, 3.55, -0.40], [-2.09, 2.96, 0.60], [-1.41, 1.93, -0.68], [0.07, 2.82, 1.84], [-0.70, 1.24, 1.60], [0.88, -0.37, 1.29], [2.45, 0.07, 0.61], [1.28, 1.12, 3.24], [2.84, 1.62, 2.56], [2.59, -0.05, 3.06], [2.70, 2.74, 0.70], [1.37, 3.43, -0.24], [3.33, 2.87, -1.61], [3.16, 1.15, -1.22], [0.90, 2.46, -2.48], [1.76, -1.79, -1.23], [0.13, -3.01, 0.19], [-3.57, -2.13, 0.23], [-1.42, -3.98, 1.39], [-3.91, -5.43, 3.21], [-3.00, -0.54, -1.38], [-1.33, 0.63, -2.81]]}